No. 1
The following is a quantum chemistry calculation of a 12-piece molecular cluster, C19H62O12 overall, from the Open Molecules 2025 dataset.

Last column: Mulliken charge in e.
Positions of all 93 atoms, in Å:
C1 -0.30458 3.65372 2.33010  -0.61
C2 -1.78301 3.78214 2.08855  -0.04
O1 -2.46689 4.40808 3.16099  -0.59
H1 -0.19488 2.99912 3.19465  0.12
H2 0.15057 4.62762 2.51140  0.35
H3 0.18230 3.29684 1.42189  0.19
H4 -2.28931 2.81774 2.01538  -0.06
H5 -2.02592 4.26148 1.13966  0.30
H6 -2.68361 3.72055 3.79465  0.35
C3 3.21831 0.55645 -2.84068  -0.22
C4 3.23253 0.42809 -4.38101  -0.55
O2 4.44811 0.96036 -4.93367  -0.54
H7 4.15688 0.24147 -2.38669  0.25
H8 2.35279 0.04876 -2.41527  -0.12
H9 3.03984 1.60623 -2.60435  0.31
H10 2.37969 0.91302 -4.85792  0.24
H11 3.15908 -0.62480 -4.65804  0.36
H12 4.66988 0.46965 -5.72823  0.31
C5 3.76825 -0.77053 0.60769  -0.02
C6 4.90817 -0.93649 1.52883  -0.73
O3 6.07955 -0.20418 1.11274  -0.56
H13 2.87043 -1.21152 1.04299  -0.32
H14 3.91723 -1.33347 -0.31529  0.61
H15 3.50953 0.25280 0.33588  0.24
H16 5.15344 -1.99261 1.64441  0.31
H17 4.61270 -0.48499 2.47605  0.12
H18 6.30720 -0.46916 0.21786  0.33
C7 -4.48245 -2.79475 -0.39990  -1.11
C8 -3.01611 -2.60135 -0.01398  0.93
O4 -2.67070 -3.18455 1.19303  -0.63
H19 -5.00437 -1.93331 0.01753  0.22
H20 -4.92985 -3.74216 -0.10260  0.36
H21 -4.55984 -2.68422 -1.48196  0.30
H22 -2.72127 -1.55070 0.01239  -0.39
H23 -2.35859 -2.94339 -0.81740  -0.02
H24 -2.16928 -2.47884 1.60956  0.32
C9 0.39089 -1.77744 -3.36014  0.27
C10 -0.87330 -1.87418 -4.28449  -0.55
O5 -1.04861 -0.60658 -4.89860  -0.48
H25 1.11516 -1.07671 -3.77399  -0.23
H26 0.73092 -2.80513 -3.23902  0.37
H27 0.10583 -1.25651 -2.44546  -0.32
H28 -1.63081 -2.27476 -3.60962  0.14
H29 -0.68822 -2.57546 -5.09861  0.51
H30 -1.36998 -0.70416 -5.79784  0.26
C11 -4.81125 2.37355 0.26486  -1.20
C12 -4.14503 1.08159 -0.29747  1.02
O6 -4.59350 1.00846 -1.58938  -0.63
H31 -5.88877 2.31073 0.41552  0.37
H32 -4.50319 3.31878 -0.17960  0.30
H33 -4.48511 2.36617 1.30798  0.24
H34 -4.41528 0.19595 0.28156  -0.11
H35 -3.05665 1.09368 -0.21659  -0.38
H36 -3.82356 0.92638 -2.16044  0.43
C13 -0.87655 2.98472 -2.05150  -0.75
C14 -1.64200 2.29207 -3.10624  -0.18
O7 -1.88541 1.03030 -2.57973  -0.36
H37 -1.50801 3.06007 -1.16599  -0.02
H38 -0.51432 3.96277 -2.37026  0.47
H39 0.01800 2.42292 -1.78089  0.04
H40 -1.15235 2.10061 -4.06251  0.45
H41 -2.57630 2.81438 -3.32196  0.20
H42 -1.83190 0.53444 -3.40274  0.14
C15 3.05716 2.10020 2.80087  0.14
O8 3.98728 2.23689 3.88903  -0.60
H43 2.83620 1.03147 2.78918  -0.22
H44 2.09288 2.57992 2.96433  0.11
H45 3.59161 2.43928 1.91363  0.25
H46 4.81081 1.89487 3.53219  0.34
C16 0.38768 0.32885 0.77087  0.77
O9 -0.24615 -0.84245 1.25636  -0.04
H47 -0.32738 0.99910 0.29091  -0.23
H48 0.83872 0.85004 1.61585  -0.04
H49 1.13431 0.05534 0.02574  -0.47
H50 -0.63937 -0.53964 2.08262  0.03
C17 1.13348 -3.55710 -0.36198  -0.22
O10 0.76132 -4.24498 0.80533  -0.61
H51 0.41458 -2.77163 -0.59800  0.00
H52 2.09326 -3.10880 -0.10698  0.04
H53 1.15658 -4.29591 -1.16385  0.45
H54 -0.02294 -4.73965 0.55446  0.31
C18 2.27932 -2.59564 3.44552  0.06
O11 2.42851 -3.84432 2.92990  -0.59
H55 3.11183 -1.89282 3.38339  0.05
H56 1.46679 -2.16602 2.85541  -0.34
H57 1.95880 -2.65810 4.48718  0.34
H58 1.80108 -3.87740 2.20116  0.46
C19 -2.62813 -0.35140 4.05632  -0.74
O12 -1.30849 0.05234 3.66456  -0.36
H59 -2.84772 -1.37557 4.35720  0.32
H60 -2.89662 0.23820 4.93505  0.34
H61 -3.30998 0.04822 3.30646  0.20
H62 -0.61186 -0.02307 4.32115  0.20

Computed properties:
- Total energy: -45272.8664 eV
- Kohn-Sham gap: 0.3655 Ha
- Net charge: 0
- E_HOMO: -9.742 eV
- Relative energy (zero: lowest compared OMol25 entry of this formula, charge and spin): 135.8 kcal/mol
- Multiplicity: 1


No. 2
The following is a quantum chemistry calculation of an isolated ion of composition C4H12N4 and charge +2, from the Open Molecules 2025 dataset.

Last column: natural (NBO) charge in e.
Positions of all 20 atoms, in Å:
C1 2.22820 0.45988 -0.28270  -0.44
N1 0.86475 -0.03625 0.03542  -0.30
C2 0.54223 -1.45965 0.15787  -0.04
N2 -0.92176 -1.43314 0.27020  -0.51
C3 -1.33816 0.02576 0.45200  0.06
N3 -2.28521 0.33641 -0.55019  -0.82
C4 -0.04988 0.76524 0.20365  0.53
N4 -0.12426 2.08022 0.09723  -0.71
H1 2.49502 0.74822 -1.24100  0.27
H2 2.32257 1.54439 0.21987  0.23
H3 2.99517 -0.20638 0.08145  0.27
H4 0.74273 -2.03869 -0.65401  0.25
H5 0.96244 -1.96036 1.07718  0.26
H6 -1.38055 -1.63864 -0.59233  0.47
H7 -1.18547 -2.17841 0.89417  0.48
H8 -1.69553 0.20989 1.43993  0.27
H9 -1.88622 0.62731 -1.50393  0.41
H10 -3.06506 0.86220 -0.33285  0.43
H11 -0.81848 2.60890 0.60872  0.45
H12 0.75359 2.60082 0.01041  0.44

Computed properties:
- Total energy: -10285.0358 eV
- Kohn-Sham gap: 0.4272 Ha
- Net charge: +2
- E_HOMO: -19.119 eV
- Relative energy (zero: lowest compared OMol25 entry of this formula, charge and spin): 19.9 kcal/mol
- Multiplicity: 1


No. 3
The following is a quantum chemistry calculation of a 2-piece molecular cluster, C4H12N3 overall, from the Open Molecules 2025 dataset.

Last column: Löwdin spin population.
Positions of all 19 atoms, in Å:
C1 0.31713 0.13971 2.28077  0.06
C2 0.80944 -0.77417 1.22203  0.31
C3 2.03986 -1.39153 1.10988  0.44
N1 -0.09650 -0.87129 0.08366  0.05
H1 1.08024 0.26233 3.04479  0.00
H2 0.13741 1.11926 1.80679  0.02
H3 -0.63633 -0.21497 2.67976  0.02
H4 2.32577 -1.95550 0.22567  0.01
H5 2.78509 -1.28216 1.89234  0.01
H6 -1.02655 -0.46112 0.26376  0.00
H7 -0.23800 -1.83157 -0.26132  0.01
H8 0.29824 -0.33852 -0.76534  0.01
N2 -2.02777 0.57731 -1.62088  0.00
C4 -0.94284 1.37156 -1.87953  0.01
N3 0.22936 0.86317 -2.08328  0.04
H9 -1.96805 -0.31272 -2.09791  0.00
H10 -2.92455 1.04106 -1.72175  0.00
H11 -1.04358 2.45568 -1.85494  0.00
H12 0.88164 1.60349 -2.32448  0.00

Computed properties:
- Total energy: -8792.3050 eV
- Kohn-Sham gap (alpha / beta): 0.3053 / 0.1517 Ha
- Net charge: +2
- E_HOMO (alpha / beta): -17.939 / -17.889 eV
- Relative energy (zero: lowest compared OMol25 entry of this formula, charge and spin): 66.8 kcal/mol
- Multiplicity: 2